A structure of composition C5H9NO2 in a non-equilibrium geometry. Source: the Open Molecules 2025 dataset; level of theory: the ωB97M-V functional and the def2-TZVPD basis.

Properties
HOMO-LUMO gap: 10.5 eV
charge: 0
LUMO level: 0.77 eV
HOMO level: -9.69 eV
largest force on an atom: 4.49 eV/Å
ΔE to the lowest compared entry with this formula, charge and spin: 492.7 kJ/mol

```
17
Properties=species:S:1:pos:R:3:forces:R:3:mulliken_charge:R:1
C 0.354813 0.625431 -0.705838 2.30 0.64 1.39 -0.1193
C 0.257926 -0.959975 -0.722207 1.31 0.00 2.51 -0.5474
C -1.063345 -1.096873 0.070896 -0.25 2.31 -3.85 -0.0534
C -1.007546 -0.041296 1.146285 -0.05 -3.26 1.45 -0.7049
C -1.134245 0.913786 -0.034386 1.21 0.73 -2.75 -0.0379
H 1.372152 1.080423 1.019139 0.39 0.15 0.74 0.2114
H 2.157677 1.978220 -0.212127 -1.92 -3.95 0.90 0.2924
H 0.738469 1.181368 -1.578841 -1.83 -0.80 -0.52 0.4298
H 0.152130 -1.259388 -1.719493 0.05 -1.05 -1.25 0.4826
H 1.921538 -0.856627 0.204767 1.66 1.58 0.48 0.4762
H -1.646077 -1.969520 0.165778 -0.01 -1.29 0.20 0.5461
H -1.863742 -0.412646 1.819087 1.18 1.87 -0.57 0.3376
H 0.026282 -0.386472 1.541505 -1.51 1.80 0.50 0.2473
H -1.554001 2.032928 -0.163542 0.90 -2.81 0.77 0.3344
N 1.703154 0.918859 0.080884 -0.56 3.91 -0.87 -0.8103
O 1.430478 -1.617857 -0.020971 -3.64 -0.56 -1.95 -0.5900
O -1.845659 -0.130365 -0.890936 0.78 0.74 2.83 -0.4945
```
Positions in Å, forces in eV/Å.

An isolated molecule of C6H7NO3S in a non-equilibrium geometry. Source: the Open Molecules 2025 dataset; level of theory: the ωB97M-V functional and the def2-TZVPD basis.

Properties
HOMO-LUMO gap: 8.9 eV
charge: 0
LUMO level: -0.30 eV
SMILES: N[C@H]1C=CC#C[C@@H]1S(=O)(=O)O
HOMO level: -9.18 eV
largest force on an atom: 4.86 eV/Å
ΔE to the lowest compared entry with this formula, charge and spin: 434.4 kJ/mol

```
18
Properties=species:S:1:pos:R:3:forces:R:3:mulliken_charge:R:1
N -1.438095 -0.782889 0.570947 1.12 1.29 -0.62 -0.7096
C -0.170337 -0.221344 -0.027435 -1.51 -1.00 -1.00 0.1915
C -0.721726 0.833238 -1.039785 0.73 1.40 2.43 -0.7063
C -0.630033 2.202110 -0.794594 -2.41 -0.82 -4.14 -0.0966
C 0.179515 2.524824 0.303979 0.75 -0.27 1.05 -0.0918
C 0.739164 1.729405 1.027709 0.22 0.09 0.14 -0.4936
C 1.054546 0.303282 0.804525 -0.82 0.34 3.42 0.1779
S 2.602683 0.285912 0.003848 0.76 -2.07 -3.11 1.2573
O 3.623495 0.337607 0.960943 0.91 -0.30 1.80 -0.6077
O 2.822499 1.060978 -1.163936 -0.89 0.83 -0.49 -0.5985
O 2.335402 -1.231278 -0.550366 0.79 -0.50 0.07 -0.5588
H -1.920295 -0.145967 1.148531 -0.62 1.46 0.41 0.2207
H -1.375637 -1.566407 1.163782 0.93 -1.47 0.40 0.2375
H 0.170362 -1.128703 -0.546990 0.25 0.72 -0.16 0.3607
H -1.423286 0.331823 -1.662214 -0.30 0.29 -1.05 0.4322
H -1.136100 2.955401 -1.553942 1.08 -1.61 1.91 0.2897
H 1.319052 -0.254625 1.801451 -0.81 0.60 -1.94 0.3521
H 2.812083 -1.554096 -1.353159 -0.17 1.00 0.90 0.3434
```
Positions in Å, forces in eV/Å.

A cluster of 2 separate species, C2H4ClI in total in a non-equilibrium geometry. Source: the Open Molecules 2025 dataset; level of theory: the ωB97M-V functional and the def2-TZVPD basis.

Properties
HOMO-LUMO gap (spin up / spin down): 7.6 / 9.5 eV
charge: 0
LUMO level (spin up / spin down): -0.59 / -0.46 eV
HOMO level (spin up / spin down): -8.23 / -9.93 eV
largest force on an atom: 2.60 eV/Å
ΔE to the lowest compared entry with this formula, charge and spin: 428.6 kJ/mol

```
8
Properties=species:S:1:pos:R:3:forces:R:3:mulliken_charge:R:1
C -0.110401 -0.012478 0.518778 1.15 0.00 -0.55 -1.1245
C -1.188105 -0.786992 -0.111402 -0.55 2.06 -1.49 0.0803
Cl -1.121202 -2.439490 0.040203 -0.41 -1.04 0.12 -0.1259
I -3.019849 0.307150 0.021629 0.24 -0.71 -0.28 0.0497
H 0.179571 0.983802 0.110818 0.01 -1.17 -0.63 0.3340
H 0.677709 -0.745392 0.708533 0.53 0.75 -0.11 0.3062
H -0.489985 0.322142 1.423924 -0.59 0.26 2.42 0.4419
H -0.212011 -0.405380 -2.245055 -0.39 -0.15 0.52 0.0384
```
Positions in Å, forces in eV/Å.

A structure of composition C15H12N13ReS. Source: the Open Molecules 2025 dataset; level of theory: the ωB97M-V functional and the def2-TZVPD basis.

Properties
multiplicity: 2
HOMO-LUMO gap (spin up / spin down): 6.3 / 6.6 eV
charge: +1
LUMO level (spin up / spin down): -5.74 / -5.45 eV
HOMO level (spin up / spin down): -12.03 / -12.04 eV
largest force on an atom: 0.51 eV/Å
ΔE to the lowest compared entry with this formula, charge and spin: 6.3 kJ/mol

```
42
Properties=species:S:1:pos:R:3:forces:R:3:mulliken_charge:R:1
Re 0.509691 -1.729391 -0.799930 -0.37 -0.17 -0.30 1.0753
N 3.092401 0.848938 -3.268971 -0.04 -0.01 0.04 -0.3900
C 2.268431 0.321506 -2.358437 0.03 0.25 -0.15 0.7813
S 1.984038 -1.428580 -2.504750 0.23 -0.15 0.37 -0.4393
N 1.770969 1.063273 -1.423111 -0.26 -0.33 0.01 -1.1011
N 0.966656 0.349373 -0.565748 0.25 0.35 -0.05 0.7313
C 0.520613 0.980926 0.471477 -0.06 -0.14 0.22 1.0629
C 0.701046 2.413759 0.752741 0.01 -0.06 -0.03 -0.0926
C 1.259552 2.813733 1.965196 0.04 0.03 0.01 -0.1349
C 1.419124 4.162723 2.240408 -0.01 -0.02 -0.02 -0.8397
C 0.999258 5.109070 1.316464 -0.01 0.01 0.00 -0.4043
C 0.432075 4.710739 0.112578 0.01 -0.01 0.01 -0.7882
C 0.291691 3.364891 -0.178734 -0.04 0.02 0.00 -0.1314
C -0.183219 0.100995 1.416689 -0.06 0.06 -0.16 0.2612
C -0.906176 0.537916 2.508802 -0.03 -0.04 0.05 -0.4605
C -1.545278 -0.395820 3.313264 0.01 0.04 -0.02 -0.6063
C -1.442315 -1.745454 3.015667 0.02 -0.06 -0.01 -0.7405
C -0.720787 -2.128604 1.903762 0.05 0.02 0.05 -0.1645
N -0.112729 -1.222048 1.119719 0.38 0.05 0.08 -0.4588
H 3.519366 0.290416 -3.985659 -0.01 -0.02 0.00 0.2025
H 3.336166 1.823509 -3.196207 -0.01 0.00 -0.01 0.2434
H 1.595767 2.074256 2.682698 -0.01 0.00 0.00 0.5299
H 1.870251 4.473072 3.172913 0.00 0.00 0.00 0.4034
H 1.113062 6.162373 1.535343 0.00 0.00 0.00 0.4176
H 0.100509 5.451580 -0.602067 0.00 0.00 0.00 0.4109
H -0.148029 3.048416 -1.114956 0.01 -0.01 0.00 0.4638
H -0.979718 1.596846 2.707097 0.02 0.00 0.00 0.5580
H -2.126427 -0.067583 4.164327 0.01 0.00 0.00 0.4631
H -1.916144 -2.500579 3.625564 -0.01 0.01 0.00 0.4327
H -0.617137 -3.166368 1.615112 0.00 -0.01 0.02 0.4889
N -2.111281 -3.594836 -1.999760 0.07 0.03 -0.02 -0.0481
C -2.264783 -2.250111 -1.859429 -0.05 -0.22 -0.14 0.6515
N -3.373806 -1.602599 -2.081230 0.07 0.21 0.08 -0.4841
N -3.081004 -0.301553 -1.780611 -0.08 -0.15 -0.10 -0.5476
N -1.885917 -0.154245 -1.399999 0.03 -0.09 0.05 -0.3428
N -1.282077 -1.404135 -1.431142 -0.18 0.36 -0.03 0.0637
C -0.978306 -4.274566 -1.656010 -0.13 0.21 -0.06 0.4839
N -0.801948 -5.558018 -1.735539 0.34 -0.07 0.14 -0.4707
N 0.477448 -5.749149 -1.258934 -0.33 -0.13 -0.18 -0.3694
N 1.029593 -4.665246 -0.931346 -0.10 0.27 0.07 -0.3592
N 0.119866 -3.637695 -1.160456 0.24 -0.23 0.08 0.4087
H -2.900493 -4.121726 -2.346782 -0.01 -0.01 0.01 0.2397
```
Positions in Å, forces in eV/Å.

An isolated molecule of C5H6BrF in a non-equilibrium geometry. Source: the Open Molecules 2025 dataset; level of theory: the ωB97M-V functional and the def2-TZVPD basis.

Properties
HOMO-LUMO gap: 9.7 eV
charge: 0
LUMO level: 0.90 eV
SMILES: F[C@]1(Br)[C@@H]2CC[C@@H]21
HOMO level: -8.83 eV
largest force on an atom: 4.13 eV/Å
ΔE to the lowest compared entry with this formula, charge and spin: 62.5 kJ/mol

```
13
Properties=species:S:1:pos:R:3:forces:R:3:mulliken_charge:R:1
F -2.012943 1.795306 0.160252 0.01 0.21 -0.16 -0.2683
C -2.084069 0.473069 -0.042125 2.54 -2.76 1.72 0.3179
Br -3.858894 -0.210352 -0.004870 0.28 0.14 -0.08 -0.1402
C -0.885180 -0.582526 0.718787 -2.51 2.16 -1.09 -0.5314
C 0.395124 0.207966 0.807552 0.20 0.07 0.35 -0.5499
C 0.305251 0.489854 -0.706256 -0.01 0.28 -0.18 -0.6764
C -1.018276 -0.279688 -0.768606 -0.41 0.22 -0.55 -0.0851
H -1.268423 -1.385384 1.317357 -0.09 -0.23 0.05 0.4329
H 1.251316 -0.410726 1.072759 0.04 0.01 0.02 0.2947
H 0.372303 1.079553 1.461901 0.04 -0.01 0.04 0.2372
H 0.243770 1.538165 -0.990056 0.03 0.01 -0.07 0.2543
H 1.087371 0.007206 -1.285504 0.01 -0.05 0.02 0.2889
H -1.255008 -0.947314 -1.585682 -0.12 -0.06 -0.07 0.4255
```
Positions in Å, forces in eV/Å.

A cluster of 11 separate species, H22O11 in total in a non-equilibrium geometry. Source: the Open Molecules 2025 dataset; level of theory: the ωB97M-V functional and the def2-TZVPD basis.

Properties
HOMO-LUMO gap: 9.7 eV
charge: 0
LUMO level: -0.66 eV
SMILES: O.O.O.O.O.O.O.O.O.O.O
HOMO level: -10.37 eV
largest force on an atom: 1.95 eV/Å
ΔE to the lowest compared entry with this formula, charge and spin: 433.3 kJ/mol

```
33
Properties=species:S:1:pos:R:3:forces:R:3:mulliken_charge:R:1
O 0.117659 -0.331157 1.243713 -0.13 0.17 0.61 -0.5215
H -0.748033 -0.262850 0.825503 0.15 -0.24 0.27 0.2046
H 0.349009 0.580524 1.454199 -0.01 -0.06 0.20 0.2904
O -2.070491 -2.122842 2.780098 -0.26 0.23 -0.04 -0.5869
H -2.801113 -2.204201 3.403445 0.03 -0.09 -0.02 0.3124
H -1.919172 -1.172926 2.718834 0.27 -0.15 0.13 0.2955
O 2.002757 3.209640 -0.312982 0.87 -0.09 0.32 -0.5481
H 2.935521 3.074479 -0.514659 0.09 0.02 0.11 0.2994
H 1.782198 2.479876 0.276754 0.20 0.14 -0.09 0.2599
O 0.052704 0.436917 -1.355448 -0.09 -0.17 -0.18 -0.4823
H 0.422776 1.045400 -0.705998 -0.12 0.18 -0.52 0.2943
H -0.650046 -0.017499 -0.877287 0.56 -0.27 -0.60 0.0776
O -0.308690 3.191908 -1.136313 -1.05 0.14 0.03 -0.5312
H 0.079500 3.984298 -1.524147 0.11 -0.20 0.11 0.2419
H -0.389209 3.404539 -0.199673 -0.06 0.27 -0.23 0.3216
O -2.350841 -2.615308 -2.870807 -0.04 0.04 0.23 -0.6313
H -1.904075 -2.891964 -2.062815 0.04 -0.02 -0.07 0.3178
H -2.890476 -1.865653 -2.595487 0.04 0.01 -0.14 0.3106
O -3.047916 1.189346 -0.834154 0.18 -0.87 -1.71 -0.5906
H -3.698820 0.600992 -0.435212 0.00 0.33 -0.18 0.3174
H -2.200343 0.794965 -0.599479 -0.19 0.42 -0.35 0.3225
O 2.907553 -1.579459 -0.949841 1.09 0.68 -0.07 -0.6208
H 2.476659 -0.789616 -0.604198 -0.27 -0.14 -0.19 0.3448
H 2.557303 -1.665567 -1.843653 -0.10 0.00 0.21 0.2883
O -3.383005 1.582514 1.416090 -0.03 0.03 1.95 -0.6008
H -3.231988 0.651741 1.615704 -0.13 0.08 0.24 0.3076
H -2.603670 2.027267 1.767974 -0.16 0.13 0.01 0.2883
O 4.885360 0.025599 1.165271 0.00 -0.03 0.02 -0.6352
H 4.317752 -0.703914 0.892099 0.06 -0.04 -0.13 0.3319
H 5.760533 -0.227761 0.850832 -0.11 0.05 0.01 0.3106
O 0.928473 -2.975543 -0.354357 -0.86 -0.77 0.14 -0.5529
H 1.626335 -3.108816 0.296963 -0.05 0.19 -0.18 0.2957
H 0.995803 -3.744943 -0.930968 -0.03 0.04 0.08 0.2687
```
Positions in Å, forces in eV/Å.